(1)
Density functional theory data (ωB97M-V/def2-TZVPD) for a cluster of 13 separate species, C46H98O14 in total.

Computed properties:
E (eV): -77939.1568
Spin multiplicity: 2
Total charge: +1
Max |F| (eV/A): 3.6

Last column: Mulliken spin population.
Cartesian coordinates (Å):
1 C 14.933 5.942 23.758  0.00
2 C 16.383 5.476 23.534  0.00
3 C 17.195 6.458 24.385  0.00
4 O 16.279 7.506 24.619  0.00
5 C 15.021 7.374 23.895  0.00
6 H 14.600 5.597 24.737  0.00
7 H 14.204 5.720 22.979  0.00
8 H 16.674 5.554 22.486  0.00
9 H 16.530 4.439 23.837  0.00
10 H 18.045 6.889 23.856  0.00
11 H 17.523 5.977 25.306  0.00
12 H 15.054 7.848 22.914  0.00
13 H 14.182 7.742 24.486  0.00
14 C 15.029 -0.671 24.752  0.00
15 C 14.601 -1.993 24.221  0.00
16 C 13.326 -1.713 23.509  0.00
17 O 13.635 -0.510 22.873  0.00
18 C 14.512 0.261 23.656  0.00
19 H 16.108 -0.568 24.871  0.00
20 H 14.589 -0.420 25.717  0.00
21 H 14.508 -2.764 24.986  0.00
22 H 15.339 -2.401 23.531  0.00
23 H 12.469 -1.592 24.173  0.00
24 H 13.078 -2.484 22.780  0.00
25 H 13.966 1.109 24.068  0.00
26 H 15.266 0.598 22.945  0.00
27 C 15.591 6.108 12.989  0.00
28 C 14.596 5.606 12.056  0.00
29 C 13.310 5.944 12.607  0.00
30 O 13.540 6.812 13.689  0.00
31 C 14.828 7.318 13.634  0.00
32 H 16.493 6.405 12.453  0.00
33 H 15.835 5.360 13.744  0.00
34 H 14.738 4.552 11.817  0.00
35 H 14.620 6.113 11.092  0.00
36 H 12.699 5.098 12.920  0.00
37 H 12.695 6.514 11.911  0.00
38 H 15.270 7.548 14.604  0.00
39 H 14.791 8.222 13.026  0.00
40 C 12.434 1.865 12.664  0.00
41 C 11.083 2.027 13.440  0.00
42 C 10.422 0.691 13.205  0.00
43 O 10.993 0.152 12.058  0.00
44 C 12.326 0.545 11.958  0.00
45 H 13.270 2.055 13.336  0.00
46 H 12.481 2.690 11.953  0.00
47 H 10.508 2.807 12.941  0.00
48 H 11.163 2.391 14.464  0.00
49 H 9.358 0.884 13.070  0.00
50 H 10.422 0.070 14.101  0.00
51 H 12.692 0.523 10.931  0.00
52 H 12.887 -0.254 12.442  0.00
53 C 17.453 6.779 19.783  0.00
54 C 17.902 7.877 20.655  0.00
55 C 19.433 7.679 20.821  0.00
56 O 19.614 6.313 20.773  0.00
57 C 18.642 5.755 19.847  0.00
58 H 17.282 7.223 18.803  0.00
59 H 16.551 6.347 20.218  0.00
60 H 17.415 7.788 21.626  0.00
61 H 17.679 8.856 20.232  0.00
62 H 19.762 8.046 21.794  0.00
63 H 20.022 8.184 20.055  0.00
64 H 18.342 4.758 20.167  0.00
65 H 19.065 5.732 18.842  0.00
66 C 13.350 -0.685 15.655  0.00
67 C 13.853 -1.921 14.902  0.04
68 C 12.767 -2.991 14.907  0.01
69 O 11.645 -2.281 15.367  0.70
70 C 12.052 -1.238 16.228  0.02
71 H 13.144 0.227 15.094  0.01
72 H 13.982 -0.384 16.490  -0.01
73 H 14.687 -2.242 15.526  -0.01
74 H 14.219 -1.632 13.916  0.00
75 H 13.039 -3.800 15.585  0.07
76 H 12.521 -3.409 13.931  0.03
77 H 12.094 -1.638 17.241  0.09
78 H 11.230 -0.528 16.133  0.03
79 C 9.987 2.146 20.187  0.00
80 C 11.071 2.972 19.494  0.00
81 C 11.662 1.923 18.540  0.00
82 O 10.570 1.022 18.251  0.00
83 C 9.951 0.784 19.525  0.00
84 H 8.960 2.507 20.132  0.00
85 H 10.184 2.065 21.256  0.00
86 H 11.835 3.393 20.147  0.00
87 H 10.656 3.866 19.028  0.00
88 H 12.462 1.370 19.030  0.00
89 H 11.951 2.387 17.597  0.00
90 H 10.608 0.062 20.008  0.00
91 H 8.983 0.282 19.527  0.00
92 C 21.204 2.727 18.867  0.00
93 C 20.761 1.808 19.994  0.00
94 C 19.848 0.779 19.292  0.00
95 O 19.332 1.473 18.140  0.00
96 C 20.357 2.312 17.622  0.00
97 H 22.249 2.684 18.561  0.00
98 H 20.930 3.721 19.221  0.00
99 H 20.165 2.392 20.695  0.00
100 H 21.642 1.443 20.523  0.00
101 H 19.032 0.408 19.912  0.00
102 H 20.392 -0.092 18.926  0.00
103 H 19.938 3.177 17.108  0.00
104 H 20.896 1.718 16.884  0.00
105 C 16.709 -1.352 19.248  0.00
106 C 15.791 -0.985 20.352  0.00
107 C 14.431 -1.138 19.679  0.00
108 O 14.642 -2.051 18.586  0.00
109 C 16.002 -2.430 18.532  0.00
110 H 17.672 -1.726 19.596  0.00
111 H 16.907 -0.492 18.608  0.00
112 H 15.949 0.048 20.662  0.00
113 H 15.797 -1.592 21.258  0.00
114 H 14.051 -0.160 19.384  0.00
115 H 13.700 -1.512 20.396  0.00
116 H 16.318 -2.516 17.492  0.00
117 H 16.135 -3.363 19.080  0.00
118 C 17.434 0.450 14.267  0.00
119 C 16.240 0.700 13.397  0.00
120 C 16.716 1.731 12.373  0.00
121 O 17.537 2.539 13.164  0.00
122 C 18.278 1.710 13.989  0.00
123 H 17.980 -0.431 13.929  0.00
124 H 17.151 0.361 15.316  0.00
125 H 15.415 1.147 13.952  0.00
126 H 15.882 -0.202 12.900  0.00
127 H 15.828 2.298 12.091  0.00
128 H 17.240 1.284 11.529  0.00
129 H 18.533 2.336 14.844  0.00
130 H 19.226 1.452 13.517  0.00
131 C 13.402 6.428 17.649  0.00
132 O 14.423 6.021 18.557  0.00
133 H 12.494 5.904 17.949  0.00
134 H 13.204 7.471 17.895  0.00
135 H 13.645 6.379 16.588  0.00
136 H 14.523 5.092 18.335  0.00
137 C 18.642 5.498 15.078  0.00
138 O 19.890 5.986 15.505  0.00
139 H 17.838 6.195 15.312  0.00
140 H 18.574 5.304 14.007  0.00
141 H 18.400 4.589 15.628  0.00
142 H 19.987 6.846 15.090  0.00
143 C 14.982 3.532 16.026  0.00
144 O 15.120 3.617 17.437  0.00
145 C 15.958 2.525 17.958  0.00
146 C 16.160 2.721 19.438  0.00
147 O 14.943 2.533 20.091  0.00
148 C 14.751 3.350 21.248  0.00
149 H 15.945 3.639 15.527  0.00
150 H 14.432 4.391 15.642  0.00
151 H 14.446 2.627 15.738  0.00
152 H 16.918 2.433 17.451  0.00
153 H 15.472 1.566 17.780  0.00
154 H 16.477 3.756 19.567  0.00
155 H 16.968 2.113 19.844  0.00
156 H 15.165 2.968 22.181  0.00
157 H 13.677 3.470 21.391  0.00
158 H 15.165 4.354 21.152  0.00

---

(2)
Density functional theory data (ωB97M-V/def2-TZVPD) for a structure of composition C47H104BrF5N2O17S3.

Computed properties:
E (eV): -204325.3148
Max |F| (eV/A): 9.4

Last column: Löwdin charge in e.
Cartesian coordinates (Å):
1 C -3.847 0.306 3.537  -0.02
2 C -2.406 0.584 3.181  -0.17
3 C -1.845 2.105 2.766  -0.21
4 C -1.553 2.295 1.152  -0.58
5 Br -3.275 1.587 0.304  0.86
6 C -0.181 1.592 0.600  -0.24
7 F 0.381 0.896 1.826  -0.07
8 C -0.397 0.375 -0.448  -0.13
9 C -1.055 -1.028 0.183  -0.23
10 C -0.244 -2.384 -0.288  -0.47
11 S -1.028 -3.330 -1.695  0.78
12 C -2.903 -3.433 -1.531  -0.89
13 S -3.484 -3.703 0.081  0.59
14 N -3.810 -3.254 -2.728  -0.17
15 C -5.245 -2.955 -2.342  -0.17
16 C -5.447 -1.419 -1.710  -0.16
17 O -5.159 -0.442 -2.812  -0.21
18 C -3.686 -0.610 -3.007  -0.17
19 C -3.395 -2.108 -3.622  -0.18
20 C 1.037 2.696 0.218  -0.16
21 C 1.486 3.398 1.671  -0.08
22 O 2.547 2.707 2.402  -0.19
23 O 2.481 3.212 3.625  -0.06
24 C 2.265 1.888 -0.415  -0.09
25 C 3.757 2.346 -0.618  -0.24
26 C 4.470 3.590 0.112  -0.06
27 F 4.646 1.148 -0.282  -0.14
28 C 0.413 3.896 -0.775  -0.32
29 C 1.539 4.916 -1.400  -0.08
30 C 2.286 4.467 -2.770  -0.04
31 C 3.756 5.225 -3.032  -0.19
32 F 4.828 4.240 -3.437  -0.02
33 F 3.634 6.134 -4.235  -0.03
34 F 4.165 6.113 -1.919  0.01
35 C -0.503 3.358 -2.000  -0.08
36 C -1.048 4.434 -3.086  -0.30
37 C -1.025 3.938 -4.686  -0.07
38 N -1.556 5.686 -2.888  0.12
39 O -0.303 4.809 0.179  -0.25
40 S -1.720 4.146 0.793  0.81
41 O -2.039 5.006 2.078  -0.35
42 O -2.922 4.470 -0.179  -0.42
43 H -4.644 0.704 2.769  0.05
44 H -4.085 -0.328 4.493  0.07
45 H -1.672 -0.318 3.301  0.09
46 H -0.937 2.347 3.460  0.12
47 H -2.740 2.791 3.164  0.14
48 H -1.105 0.619 -1.379  0.10
49 H 0.568 -0.079 -0.961  0.12
50 H -1.124 -1.059 1.337  0.09
51 H -2.179 -1.090 -0.216  0.05
52 H -0.230 -3.107 0.661  0.10
53 H 0.883 -2.201 -0.559  0.08
54 H -5.762 -3.785 -1.692  0.10
55 H -5.857 -2.929 -3.367  0.15
56 H -4.740 -1.201 -0.804  0.09
57 H -6.552 -1.213 -1.366  0.14
58 H -3.393 0.180 -3.852  0.15
59 H -3.055 -0.334 -2.062  0.07
60 H -2.289 -2.143 -4.002  0.11
61 H -4.075 -2.193 -4.600  0.15
62 H 0.580 3.509 2.420  0.13
63 H 1.878 4.516 1.521  0.14
64 H 2.302 2.487 4.294  0.14
65 H 2.285 0.830 0.149  0.16
66 H 1.871 1.570 -1.506  0.13
67 H 3.978 2.484 -1.793  0.13
68 H 5.189 4.132 -0.673  0.09
69 H 3.839 4.406 0.620  0.03
70 H 5.218 3.174 0.946  0.12
71 H 0.918 5.898 -1.690  0.15
72 H 2.218 5.256 -0.514  0.11
73 H 2.343 3.300 -2.963  0.13
74 H 1.619 4.878 -3.673  0.14
75 H -1.463 2.727 -1.680  0.11
76 H 0.167 2.572 -2.601  0.13
77 H -0.512 4.732 -5.387  0.10
78 H -0.530 2.868 -4.737  0.07
79 H -2.137 3.815 -5.034  0.07
80 H -1.497 5.848 -1.863  0.03
81 C 4.151 -5.318 -0.264  -0.09
82 C 3.629 -3.947 -0.642  -0.31
83 O 2.749 -3.469 0.364  -0.11
84 H 3.323 -6.023 -0.136  0.07
85 H 4.827 -5.703 -1.032  0.08
86 H 4.687 -5.279 0.690  0.04
87 H 3.075 -3.995 -1.585  0.11
88 H 4.449 -3.233 -0.759  0.11
89 H 3.252 -3.423 1.196  0.08
90 C 3.619 3.748 -6.727  -0.08
91 C 3.096 2.338 -6.546  -0.32
92 O 1.704 2.368 -6.268  -0.11
93 H 3.438 4.344 -5.826  0.04
94 H 4.692 3.742 -6.937  0.08
95 H 3.101 4.251 -7.550  0.08
96 H 3.601 1.847 -5.709  0.11
97 H 3.262 1.740 -7.447  0.09
98 H 1.264 2.799 -7.021  0.09
99 C -5.321 6.998 -4.595  -0.09
100 C -4.942 5.700 -5.278  -0.32
101 O -3.798 5.138 -4.651  -0.13
102 H -4.492 7.712 -4.639  0.08
103 H -6.198 7.446 -5.069  0.07
104 H -5.539 6.829 -3.536  0.07
105 H -4.703 5.877 -6.331  0.11
106 H -5.761 4.976 -5.227  0.11
107 H -4.023 4.978 -3.719  0.08
108 C 4.583 -4.510 4.858  -0.09
109 C 5.131 -5.374 3.741  -0.31
110 O 5.422 -4.572 2.606  -0.11
111 H 3.674 -3.992 4.534  0.06
112 H 4.348 -5.114 5.740  0.07
113 H 5.306 -3.738 5.142  0.08
114 H 4.396 -6.129 3.446  0.12
115 H 6.046 -5.885 4.054  0.11
116 H 6.081 -3.909 2.877  0.10
117 C 0.717 -2.296 6.628  -0.09
118 C 1.096 -3.594 5.946  -0.31
119 O 2.240 -4.156 6.572  -0.12
120 H 1.546 -1.582 6.584  0.08
121 H -0.160 -1.848 6.154  0.07
122 H 0.499 -2.465 7.688  0.07
123 H 1.335 -3.418 4.893  0.11
124 H 0.277 -4.318 5.997  0.11
125 H 2.015 -4.317 7.504  0.08
126 C -0.402 -7.437 -1.391  -0.10
127 C -0.895 -8.248 -0.210  -0.33
128 O -1.415 -7.384 0.789  -0.09
129 H 0.374 -6.733 -1.076  0.07
130 H 0.006 -8.089 -2.169  0.07
131 H -1.216 -6.844 -1.820  0.06
132 H -0.074 -8.823 0.229  0.11
133 H -1.681 -8.947 -0.514  0.11
134 H -2.149 -6.884 0.391  0.07
135 C 5.651 7.729 2.349  -0.09
136 C 4.895 6.998 1.259  -0.32
137 O 4.217 5.877 1.807  -0.13
138 H 6.375 7.061 2.829  0.08
139 H 6.183 8.593 1.942  0.08
140 H 4.967 8.072 3.132  0.07
141 H 5.584 6.638 0.490  0.11
142 H 4.160 7.655 0.784  0.11
143 H 3.601 6.209 2.483  0.10
144 C 3.445 -2.247 -9.310  -0.10
145 C 3.421 -0.875 -8.667  -0.34
146 O 2.263 -0.166 -9.082  -0.10
147 H 3.440 -2.160 -10.401  0.08
148 H 4.335 -2.805 -9.004  0.07
149 H 2.555 -2.821 -9.032  0.07
150 H 4.300 -0.297 -8.965  0.11
151 H 3.413 -0.954 -7.576  0.11
152 H 1.487 -0.684 -8.805  0.09
153 C -8.090 0.487 3.836  -0.09
154 C -7.711 -0.811 3.153  -0.33
155 O -6.567 -1.372 3.779  -0.11
156 H -7.261 1.201 3.792  0.07
157 H -8.968 0.935 3.362  0.08
158 H -8.309 0.318 4.895  0.08
159 H -7.472 -0.634 2.100  0.11
160 H -8.530 -1.535 3.204  0.10
161 H -6.792 -1.533 4.712  0.09
162 C -8.059 -4.735 2.307  -0.09
163 C -7.511 -5.598 1.190  -0.32
164 O -7.219 -4.796 0.055  -0.11
165 H -8.967 -4.216 1.982  0.08
166 H -8.293 -5.339 3.188  0.08
167 H -7.336 -3.963 2.591  0.06
168 H -8.245 -6.354 0.895  0.11
169 H -6.595 -6.110 1.503  0.11
170 H -6.560 -4.134 0.326  0.04
171 C 4.602 -3.101 10.060  -0.10
172 C 4.732 -4.586 10.331  -0.33
173 O 3.788 -5.306 9.553  -0.09
174 H 3.591 -2.754 10.296  0.08
175 H 5.320 -2.531 10.656  0.07
176 H 4.773 -2.885 9.000  0.07
177 H 4.538 -4.800 11.387  0.11
178 H 5.736 -4.943 10.085  0.11
179 H 3.973 -5.116 8.617  0.07

---

E of number 1 (C46H98O14)? -77939.1568 eV

---

Which of these has the highest max |F|? C47H104BrF5N2O17S3

---

Which of these has the lowest max |F|? C46H98O14